# 1
DFT (ωB97M-V/def2-TZVPD) results for C5H11NO as an isolated structure.

Results
Energy relative to the best compared isomer or geometry (same formula, charge and spin), eV: 5.3017
HOMO, hartree: -0.2717
Charge: 0

Cartesian coordinates (Å):
C -2.29679 0.17202 -1.52622
O -0.96878 -0.28931 -1.54466
C -0.11081 0.55420 -0.81977
C -0.12913 0.52467 0.68109
N 1.15983 0.14008 0.78595
C 1.90278 -0.34859 1.75862
C 1.30462 -0.03998 -0.66869
H -2.90001 -0.52368 -2.11453
H -2.38391 1.17687 -1.97038
H -2.69450 0.20679 -0.50221
H -0.13927 1.56367 -1.25476
H -0.70214 1.04520 1.43727
H -0.35867 -1.21496 1.56162
H 0.26241 -1.52896 1.91777
H 1.70648 -0.05082 2.78062
H 2.84644 -0.80788 1.50383
H 1.36940 -1.10120 -0.91394
H 2.13205 0.52189 -1.11160

Atoms 1-3, force components in eV/Å:
-0.308 0.071 -0.018
0.065 -0.095 0.052
0.195 0.302 -0.090

Atomic partial charges in e from the natural (NBO) method, atoms 1 to 4: atom 1 (C): -0.253, atom 2 (O): -0.526, atom 3 (C): 0.058, atom 4 (C): -0.184

# 2
DFT (ωB97M-V/def2-TZVPD) results for a 2-piece molecular cluster, C2H8FO2P overall in a non-equilibrium geometry.

Results
HOMO, hartree: 0.0796
Charge: -2

Cartesian coordinates (Å):
F -2.47152 -0.64190 2.21156
P -0.79625 -0.19339 2.20181
H -0.76439 -0.38816 3.61056
H -1.10448 1.10095 1.72686
H -0.53766 -1.20757 1.24333
H 0.60729 0.14723 2.23589
O 2.05022 -0.37503 -2.69141
C 1.29228 0.48311 -1.95095
C -0.02687 -0.18709 -1.36055
O -0.79825 0.67808 -0.63657
H 0.92599 1.39762 -2.48777
H 1.80014 0.93416 -1.05632
H 0.34802 -1.09068 -0.80111
H -0.52454 -0.65732 -2.24533

Atoms 1-3, force components in eV/Å:
0.117 -0.049 0.367
0.374 0.885 -1.782
-0.269 -0.241 -0.234

Atomic partial charges in e from the natural (NBO) method, atoms 1 to 4: atom 1 (F): -0.693, atom 2 (P): 0.806, atom 3 (H): -0.094, atom 4 (H): 0.046

# 3
DFT (ωB97M-V/def2-TZVPD) results for C28H30Br2HfN3OSe as an isolated structure.

Results
HOMO, hartree: -0.4031
Charge: +1

Cartesian coordinates (Å):
Hf 0.39737 0.16533 0.32144
Br 1.11210 -2.03541 1.94169
C 0.62599 -3.41734 0.69187
C 0.91217 -4.70394 1.01625
C 0.55584 -5.71316 0.09095
C -0.05598 -5.38455 -1.08309
C -0.34925 -4.03472 -1.40202
C -0.99188 -3.67384 -2.61364
C -1.27831 -2.36905 -2.88777
C -0.93125 -1.35676 -1.96111
C -0.28846 -1.63688 -0.77460
C -0.00350 -3.00253 -0.49888
H 1.39430 -4.95734 1.94980
H 0.77277 -6.74495 0.32981
H -0.33179 -6.15666 -1.79019
H -1.26115 -4.45531 -3.31324
H -1.78248 -2.10527 -3.80829
H -1.20604 -0.33319 -2.22044
C -2.71764 7.01300 1.39332
C -1.91710 6.30248 2.49309
C -2.64074 6.49861 3.82431
C -0.51909 6.92722 2.59573
C -1.76792 4.82468 2.13807
C -1.18846 4.47104 0.91772
C -1.05999 3.13805 0.63962
Br -0.21470 2.61518 -1.02184
C -1.44972 2.09850 1.48331
O -1.26199 0.82139 1.02625
C -1.98319 2.42869 2.72348
C -2.13951 3.79670 2.98924
C -2.42506 1.42965 3.80416
C -1.93134 1.91594 5.17812
C -1.87440 0.01285 3.61297
C -3.95760 1.36398 3.80238
H -2.87196 8.05920 1.66169
H -3.69606 6.54943 1.25643
H -2.19707 6.99702 0.43457
H -2.75174 7.56572 4.01931
H -2.08203 6.07054 4.65879
H -3.63994 6.05865 3.81290
H -0.60076 7.98711 2.84327
H 0.02881 6.84476 1.65561
H 0.07100 6.43760 3.37233
H -0.83886 5.21560 0.21661
H -2.57512 4.06101 3.93979
H -0.86003 2.12631 5.16053
H -2.11540 1.14023 5.92264
H -2.44819 2.81196 5.51964
H -0.78102 0.01095 3.58430
H -2.25119 -0.46849 2.71377
H -2.17736 -0.58987 4.47055
H -4.39804 2.34831 3.96760
H -4.30269 0.70106 4.59827
H -4.33220 0.97878 2.85220
N 3.59053 0.41622 -2.82636
C 4.34775 -0.00977 -1.75933
C 3.47619 -0.18645 -0.73824
N 2.19718 0.12107 -1.17201
C 2.31219 0.48229 -2.43511
H 3.93068 0.63387 -3.74846
H 5.41230 -0.14155 -1.82201
H 3.67337 -0.49835 0.27264
H 1.50499 0.75697 -3.09371
Se 2.14550 3.32855 3.48046
C 1.89859 2.02356 2.37573
N 1.72578 1.13572 1.60034

Atoms 1-3, force components in eV/Å:
0.405 -0.268 -0.786
-0.027 0.164 -0.148
0.049 -0.011 0.120

Atomic partial charges in e from the natural (NBO) method, atoms 1 to 4: atom 1 (Hf): 2.179, atom 2 (Br): 0.208, atom 3 (C): -0.048, atom 4 (C): -0.232

# 4
DFT (ωB97M-V/def2-TZVPD) results for an isolated ion of composition C26H34N5O5S2 and charge +1 in a non-equilibrium geometry.

Results
Energy relative to the best compared isomer or geometry (same formula, charge and spin), eV: 0.3045
HOMO, hartree: -0.3761
SMILES: CCOC(=O)N1CC[NH+](S(=O)(=O)c2ccc(C(=O)N(CCN(C)C)c3nc4c(C)cccc4s3)cc2)CC1
Charge: +1

Cartesian coordinates (Å):
C -8.45854 0.17359 -2.76996
C -8.86681 -0.57296 -1.51060
O -7.89697 -0.41024 -0.46162
C -6.83826 -1.21748 -0.50899
O -6.61279 -2.04992 -1.34697
N -6.00256 -1.02185 0.57132
C -6.08011 0.10956 1.45769
C -4.95360 1.09735 1.13051
N -3.64721 0.41575 1.18120
S -2.33316 1.75612 0.69859
O -2.52419 2.68017 1.75736
O -2.73546 2.04610 -0.62924
C -0.83863 0.83636 0.81046
C -0.22589 0.72216 2.04812
C 0.95867 0.01841 2.13462
C 1.53430 -0.52464 0.98438
C 2.71355 -1.44486 1.11851
O 2.56477 -2.55433 1.57875
N 3.92009 -0.97763 0.67291
C 5.04364 -1.89509 0.63329
C 5.13738 -2.58692 -0.75182
N 6.25626 -3.46722 -0.93326
C 6.24826 -4.63763 -0.08323
C 7.54567 -2.81266 -0.95866
C 4.06664 0.31976 0.25918
N 3.15321 1.21191 0.40513
C 3.54029 2.42700 -0.09131
C 2.77573 3.59755 -0.07205
C 1.39800 3.59477 0.51312
C 3.34215 4.73792 -0.61379
C 4.62266 4.73963 -1.15868
C 5.39092 3.59195 -1.17708
C 4.83848 2.44277 -0.64180
S 5.55602 0.86025 -0.51182
C 0.87874 -0.42270 -0.24624
C -0.30868 0.27226 -0.34073
C -3.60082 -0.73714 0.27197
C -4.73987 -1.71173 0.60080
H -9.24645 0.08145 -3.51098
H -8.29939 1.22760 -2.55458
H -7.54523 -0.25191 -3.17839
H -8.98250 -1.63981 -1.71986
H -9.79054 -0.17097 -1.09191
H -7.04734 0.59515 1.33671
H -5.98717 -0.23859 2.49328
H -4.93713 1.93309 1.83175
H -5.07246 1.48913 0.11761
H -3.46240 0.11866 2.14260
H -0.67054 1.19330 2.91024
H 1.45534 -0.09672 3.08483
H 4.87435 -2.64634 1.40716
H 5.95990 -1.34266 0.84797
H 5.18964 -1.81565 -1.52666
H 4.22141 -3.16651 -0.90274
H 5.25892 -5.09025 -0.10041
H 6.52148 -4.41936 0.95872
H 6.96492 -5.35615 -0.47861
H 7.89203 -2.49091 0.03393
H 7.49902 -1.94484 -1.61394
H 8.27827 -3.51071 -1.36118
H 1.35629 2.91846 1.36329
H 1.11627 4.59544 0.82925
H 0.67365 3.25293 -0.22808
H 2.77304 5.65522 -0.60897
H 5.02415 5.65294 -1.56837
H 6.38635 3.58619 -1.59026
H 1.31209 -0.87311 -1.12540
H -0.82152 0.39663 -1.28072
H -2.63247 -1.23297 0.36111
H -3.71944 -0.35326 -0.74406
H -4.77744 -2.50869 -0.14513
H -4.58694 -2.15308 1.59172

Atoms 1-3, force components in eV/Å:
0.067 -0.155 0.389
-0.284 -0.077 -0.550
0.169 0.127 0.226

Atomic partial charges in e from the natural (NBO) method, atoms 1 to 4: atom 1 (C): -0.638, atom 2 (C): -0.070, atom 3 (O): -0.520, atom 4 (C): 0.900

| no. | DFT total energy (Eh) | Kohn-Sham gap (Ha) |
| --- | --- | --- |
| 1 | -326.936511 | 0.3119 |
| 2 | -672.497330 | 0.1605 |
| 3 | -8921.880902 | 0.2924 |
| 4 | -2457.298280 | 0.2475 |